Here is a 2-piece molecular cluster, C6H10O overall from the OMol25 dataset. Energies are from ωB97M-V with the def2-TZVPD basis set.

Output
LUMO (Eh): 0.0199
HOMO level (eV): -6.76
Strongest force on any atom (eV Å⁻¹): 0.5
ΔE to the lowest compared entry with this formula, charge and spin (kcal/mol): 134.2
SMILES string: C=C1CO1.C=CC
Kohn-Sham gap (eV): 7.30

Last columns: bonded neighbours and bond lengths (Å).
Atoms and positions in Å:
1 C -2.2148 -0.1704 0.2208  C2 1.493, H8 1.092, H9 1.102, H10 1.092
2 C -0.9748 0.5067 -0.2628  C1 1.493, C3 1.394, H11 1.090
3 C -0.1450 1.2826 0.5449  C2 1.394, H12 1.086, H13 1.086
4 C 1.1134 -0.3553 0.0337  C5 1.449, O6 1.352, C7 1.403
5 C 2.3478 0.2425 -0.4331  C4 1.449, O6 1.456, H14 1.091, H15 1.085
6 O 2.1024 -0.1797 0.9384  C4 1.352, C5 1.456
7 C 0.2741 -1.4272 -0.3052  C4 1.403, H16 1.090, H17 1.088
8 H -2.0833 -0.5846 1.2226  C1 1.092
9 H -2.9837 0.6168 0.2833  C1 1.102
10 H -2.5556 -0.9521 -0.4609  C1 1.092
11 H -0.9610 0.7090 -1.3338  C2 1.090
12 H 0.2679 2.2073 0.1532  C3 1.086
13 H -0.2393 1.1938 1.6234  C3 1.086
14 H 3.0389 -0.3950 -0.9860  C5 1.091
15 H 2.4604 1.3145 -0.5570  C5 1.085
16 H -0.0141 -2.0613 0.5328  C7 1.090
17 H 0.5667 -1.9478 -1.2143  C7 1.088